w.
Entry from the Open Molecules 2025 dataset: a molecular structure, H6NP3 (ωB97M-V with the def2-TZVPD basis set).

```
10
H6NP3 (ωB97M-V with the def2-TZVPD basis set)
N 1.04564 -0.33291 0.35777
P 1.68292 0.81882 -0.41613
P -1.65393 -1.73911 0.28507
P -0.42698 -0.12603 1.21935
H 1.77588 1.97374 0.29910
H 2.93865 0.52046 -0.85029
H 1.41952 1.00458 -1.65645
H -2.06593 -2.52054 1.37803
H -0.70619 -2.68836 -0.16982
H -0.11598 -0.75000 2.47903
```

LUMO level: 0.8092 eV
molecular weight: 113.0 g/mol
orbital gap: 9.07 eV
HOMO: -8.27 eV


x.
Entry from the Open Molecules 2025 dataset: 2 unconnected molecules or ions with the total composition H6NP3 (ωB97M-V with the def2-TZVPD basis set).

```
10
H6NP3 (ωB97M-V with the def2-TZVPD basis set)
N -0.94652 1.26814 0.65244
P 0.98136 -1.59000 0.92411
P 0.01192 0.04508 -2.07551
P -0.47675 -0.11051 0.07778
H 0.34448 2.03891 0.42261
H 1.77258 -0.72398 1.78904
H 0.03937 -2.15954 1.94217
H 1.08369 0.87090 -1.57307
H -1.12339 1.03934 -2.19260
H -1.68674 -0.67834 0.03301
```

LUMO level: 0.2893 eV
molecular weight: 113.0 g/mol
orbital gap: 8.71 eV
HOMO: -8.42 eV


y.
Entry from the Open Molecules 2025 dataset: a molecular structure, H6NP3 (ωB97M-V with the def2-TZVPD basis set).

```
10
H6NP3 (ωB97M-V with the def2-TZVPD basis set)
N 0.58267 -0.73797 -0.40845
P 0.01209 -0.22137 -1.87852
P -1.03211 0.42643 1.74743
P 0.94791 0.54154 0.68277
H -0.66099 -1.20485 -2.48231
H -1.02041 0.80717 -1.67159
H 0.91825 0.31431 -2.77116
H -0.49913 0.92346 2.88894
H -1.01953 -0.87773 2.23344
H 1.77127 0.02901 1.65943
```

LUMO level: 0.7402 eV
molecular weight: 113.0 g/mol
orbital gap: 8.59 eV
HOMO: -7.85 eV


Stability, lowest: x


w.
Entry from the Open Molecules 2025 dataset: a single C8H13N molecule (ωB97M-V with the def2-TZVPD basis set).

```
22
C8H13N (ωB97M-V with the def2-TZVPD basis set)
C 0.25612 0.65531 1.87916
C -0.52734 -0.57758 1.14854
C 0.25508 -1.76113 0.89042
C 0.76190 -1.77804 -0.31281
C 0.44595 -0.51967 -1.13203
N 1.83356 0.25820 -1.28998
C -0.57878 0.13016 -0.25880
C -0.70294 1.55027 -0.34217
C -1.86256 0.60873 -0.76443
H 0.36158 0.14510 2.72765
H -0.38605 1.65695 1.91269
H 1.17991 0.79508 1.36199
H -1.36982 -0.88759 1.92148
H 0.37040 -2.55938 1.49686
H 1.12904 -2.74828 -0.77457
H 0.14780 -0.52195 -2.25791
H 2.63201 -0.61899 -1.44421
H 2.13069 0.92398 -2.13460
H -1.18822 2.20568 0.44857
H -0.13805 2.05933 -1.12679
H -2.16579 0.56782 -1.82371
H -2.58449 0.41598 -0.12532
```

LUMO level: 1.0128 eV
molecular weight: 123.2 g/mol
orbital gap: 9.58 eV
HOMO: -8.57 eV


x.
Entry from the Open Molecules 2025 dataset: a molecular structure, C8H13N (ωB97M-V with the def2-TZVPD basis set).

```
22
C8H13N (ωB97M-V with the def2-TZVPD basis set)
C -1.37254 1.07469 -0.62296
C -1.38078 -1.40908 -0.02713
C 0.07473 -0.86924 -0.01572
C -0.04678 0.12750 1.22498
C -0.02974 1.37467 0.34162
C 1.41913 1.16787 -0.14945
C 2.19004 -0.27476 -0.40484
C 1.57618 -1.37328 -0.18188
H -0.94822 0.79685 -1.67915
H -2.05936 2.10992 -0.79815
H -3.22668 -0.09859 -0.04075
H -1.38462 -2.57741 -0.73729
H -1.38546 -1.70094 1.27616
H 0.29127 -0.27729 -1.06648
H 0.96006 0.14619 1.77184
H -0.73925 0.22533 2.10328
H -0.31813 2.47677 0.76914
H 1.49510 2.15903 -1.08379
H 1.93576 1.85772 0.52154
H 3.37301 -0.22031 -0.39810
H 1.96533 -2.40861 -0.06569
N -2.07718 -0.19984 -0.22289
```

LUMO level: 1.0093 eV
molecular weight: 123.2 g/mol
orbital gap: 9.01 eV
HOMO: -8.00 eV


Stability, lowest: x


w.
Entry from the Open Molecules 2025 dataset: 2 unconnected molecules or ions with the total composition C6H11NO3 (ωB97M-V with the def2-TZVPD basis set).

```
21
C6H11NO3 (ωB97M-V with the def2-TZVPD basis set)
C 0.47229 -2.09898 -0.42177
C -0.19380 -1.08158 -1.28410
N 0.14516 -1.15101 -2.64270
C 0.33687 0.60146 -0.85826
O -0.32722 1.55860 -1.14482
H -0.13979 -2.99550 -0.34925
H 0.58433 -1.69689 0.60633
H 1.47104 -2.34651 -0.77819
H -1.27362 -1.01130 -1.15993
H -0.31694 -0.47548 -3.23683
H 1.13794 -1.20777 -2.83072
H 1.45176 0.59491 -0.93945
C 0.36415 2.14916 1.78447
C -0.04321 0.71176 1.60671
O 0.67813 -0.23103 1.94510
C -1.53045 0.46458 1.42639
O -2.38412 1.31098 1.42618
H -0.16966 2.79590 1.09091
H 1.44150 2.26278 1.66997
H 0.06039 2.46107 2.78518
H -1.76475 -0.61514 1.30479
```

LUMO level: -0.8542 eV
molecular weight: 145.2 g/mol
orbital gap: 7.68 eV
HOMO: -8.53 eV


x.
Entry from the Open Molecules 2025 dataset: a single C6H11NO3 molecule (ωB97M-V with the def2-TZVPD basis set).

```
21
C6H11NO3 (ωB97M-V with the def2-TZVPD basis set)
O 3.26672 -0.79069 0.80867
C 2.46289 -0.19763 0.07281
O 2.69688 0.67419 -0.86357
C 0.93956 -0.54105 0.34144
N 0.45379 -1.27114 -0.82763
C -1.02258 -1.42097 -0.61483
C -1.93614 -0.28438 -0.01728
C -1.16405 0.55458 1.05757
C 0.24370 0.84024 0.53196
O 0.00681 1.48208 -0.81865
H 1.81746 0.96620 -1.19963
H 0.97826 -1.09164 1.26092
H 0.53009 -0.40550 -1.56626
H -0.92142 -2.20380 0.14370
H -1.42840 -1.96327 -1.50093
H -2.84241 -0.70674 0.37163
H -2.10081 0.58982 -0.85698
H -1.04481 -0.04465 1.98950
H -1.81161 1.55158 1.17182
H 0.75773 1.65834 1.07517
H 0.11837 2.60444 -0.55944
```

LUMO level: -0.0238 eV
molecular weight: 145.2 g/mol
orbital gap: 9.41 eV
HOMO: -9.43 eV


Stability, lowest: w


w.
Entry from the Open Molecules 2025 dataset: 2 unconnected molecules or ions with the total composition C5H6F2 (ωB97M-V with the def2-TZVPD basis set).

```
13
C5H6F2 (ωB97M-V with the def2-TZVPD basis set)
F 3.02680 1.14480 0.58780
C 2.04877 0.47857 -0.08692
C 2.15814 -0.68756 -0.60581
F 3.22611 -1.49833 -0.42523
H 1.11455 1.09548 0.00785
H 1.31279 -1.35796 -0.94633
C -1.31769 -1.46279 0.29062
C -1.61161 -0.28887 0.22847
C -2.16218 1.00598 0.16015
H -0.98393 -2.52736 0.13943
H -3.01676 0.87226 0.68189
H -2.36019 1.53056 -0.77428
H -1.43480 1.69521 0.74237
```

LUMO level: 0.7747 eV
molecular weight: 104.1 g/mol
orbital gap: 10.78 eV
HOMO: -10.01 eV


x.
Entry from the Open Molecules 2025 dataset: 2 unconnected molecules or ions with the total composition C5H6F2 (ωB97M-V with the def2-TZVPD basis set).

```
13
C5H6F2 (ωB97M-V with the def2-TZVPD basis set)
C 2.19848 -0.67186 -0.03416
C 1.55565 0.45047 0.19203
F 1.58814 1.34921 1.24442
F 0.96433 1.01439 -0.79989
H 1.95352 -1.20588 -0.87656
H 2.78570 -1.06692 0.72446
C -2.18455 1.16324 -0.28875
C -1.50360 0.07798 -0.10091
C -0.93429 -1.07756 0.08019
H -1.64462 2.08914 -0.43224
H -3.29762 1.22560 -0.21461
H -0.56935 -1.78161 -0.57808
H -0.91177 -1.56619 1.08412
```

LUMO level: 0.9796 eV
molecular weight: 104.1 g/mol
orbital gap: 10.37 eV
HOMO: -9.39 eV


Stability, lowest: w


w.
Entry from the Open Molecules 2025 dataset: 2 unconnected molecules or ions with the total composition C2H7N4O (ωB97M-V with the def2-TZVPD basis set).

```
14
C2H7N4O (ωB97M-V with the def2-TZVPD basis set)
C -1.49772 1.85041 -1.39449
C -0.47424 -0.54112 -0.09625
N 0.62842 0.54428 -1.80051
N 0.50280 0.19872 -0.55737
N -0.26550 -1.05903 1.04163
N 0.79699 -0.69742 1.86916
O -0.58980 1.96918 -2.05833
H -1.74247 1.11208 -0.59232
H -1.25953 -1.01925 -0.75080
H 1.53469 0.96773 -1.93578
H -0.77831 -1.93238 1.39468
H 1.53063 -1.40928 2.00804
H 1.21565 0.44499 0.12433
H 0.39838 -0.42892 2.74802
```

LUMO level (spin up / spin down): -4.2114 / -3.9817 eV
molecular weight: 103.1 g/mol
orbital gap (spin up / spin down): 7.97 / 8.26 eV
HOMO (spin up / spin down): -12.18 / -12.25 eV
net charge: +1


x.
Entry from the Open Molecules 2025 dataset: 2 unconnected molecules or ions with the total composition C2H7N4O (ωB97M-V with the def2-TZVPD basis set).

```
14
C2H7N4O (ωB97M-V with the def2-TZVPD basis set)
C 1.74076 -0.27877 -0.37824
C -1.50574 -0.38500 -0.22050
N -2.54416 0.11119 0.40760
N 1.00819 0.76316 -0.68440
N -0.07931 1.04402 -0.10349
N 1.61854 -0.93498 0.77686
O -1.00148 -1.25124 -0.82693
H 2.50960 -0.55237 -1.07069
H -2.62540 1.02569 0.85210
H -3.39612 -0.41555 0.47532
H 1.44677 1.26368 -1.47262
H -0.38198 1.94375 -0.01092
H 2.33993 -1.70111 0.84665
H 0.87040 -0.63249 1.40926
```

LUMO level: -3.2518 eV
molecular weight: 103.1 g/mol
orbital gap: 9.29 eV
HOMO: -12.54 eV
net charge: +1


Stability, lowest: w